1.
{
  "formula": "CH3N4O",
  "method": "wB97M-V/def2-TZVPD",
  "molar_mass_g_mol": 87.06,
  "charge": 1,
  "homo_energy_ev": [-16.396, -16.395],
  "de_lowest_kj_mol": 185.6,
  "elements": ["N", "N", "O", "H", "N", "H", "C", "N", "H"],
  "positions_angstrom": [[1.21, -0.63, -0.12], [-1.10, 0.31, 0.15], [2.39, 1.37, 0.16], [-1.05, 1.27, -0.21], [-0.45, -2.03, -0.80], [-2.09, 0.12, 0.20], [1.72, 0.48, 0.04], [0.11, -1.12, -0.53], [-0.74, 0.25, 1.11]],
  "nbo_charge": [-0.397, -0.988, -0.285, 0.407, 0.233, 0.417, 0.941, 0.285, 0.388]
}

=====

2.
{
  "formula": "CH3N4S",
  "method": "wB97M-V/def2-TZVPD",
  "molar_mass_g_mol": 103.13,
  "charge": -1,
  "homo_energy_ev": [-2.371, -3.909],
  "de_lowest_kj_mol": 480.7,
  "elements": ["N", "H", "N", "H", "C", "S", "N", "H", "N"],
  "positions_angstrom": [[2.14, -1.20, -0.33], [-0.04, 0.71, 0.27], [1.95, 0.06, -0.12], [0.51, 0.92, -1.27], [0.57, 0.26, -0.41], [3.60, -2.07, -0.17], [0.99, -1.79, -0.83], [-1.05, -1.60, 1.10], [0.02, -0.95, -0.74]],
  "nbo_charge": [-0.088, 0.199, -0.275, 0.163, -0.167, -0.304, -0.104, -0.160, -0.263]
}

=====

3.
{
  "formula": "CH3N5O",
  "method": "wB97M-V/def2-TZVPD",
  "molar_mass_g_mol": 101.07,
  "charge": 0,
  "homo_energy_ev": -8.532,
  "de_lowest_kj_mol": 325.2,
  "elements": ["H", "N", "N", "O", "N", "N", "H", "H", "N", "C"],
  "positions_angstrom": [[1.35, 0.62, 0.94], [-0.57, -0.82, -1.01], [0.58, -1.01, -1.62], [-0.44, 1.46, 1.65], [-1.35, 0.46, 1.00], [1.53, -0.37, -0.99], [-1.27, -1.42, -1.33], [-0.79, 1.40, 2.84], [0.85, 0.05, 0.28], [-0.51, -0.07, 0.12]],
  "nbo_charge": [0.446, -0.391, -0.007, -0.627, -0.281, -0.028, 0.419, 0.472, -0.458, 0.456]
}

=====

4.
{
  "formula": "CH3N5O",
  "method": "wB97M-V/def2-TZVPD",
  "smiles": "[H]/N=c1\\nnon1N",
  "molar_mass_g_mol": 101.07,
  "charge": 0,
  "homo_energy_ev": -9.851,
  "de_lowest_kj_mol": 303.2,
  "elements": ["N", "N", "H", "N", "H", "O", "H", "N", "N", "C"],
  "positions_angstrom": [[1.72, 0.66, 0.12], [-1.24, -1.05, 0.31], [-1.84, -1.51, -0.47], [2.09, -0.55, 0.15], [0.26, 2.50, -0.12], [1.01, -1.42, -0.16], [-1.68, -0.37, 0.88], [-0.48, 1.66, -0.06], [-0.13, -0.61, -0.48], [0.30, 0.68, -0.18]],
  "nbo_charge": [-0.230, -0.651, 0.386, 0.199, 0.368, -0.210, 0.388, -0.643, -0.040, 0.433]
}

=====

5.
{
  "formula": "CH3N5O2",
  "method": "wB97M-V/def2-TZVPD",
  "smiles": "N/N=c1\\onnn1O",
  "molar_mass_g_mol": 117.07,
  "charge": 0,
  "homo_energy_ev": -8.980,
  "de_lowest_kj_mol": 281.0,
  "elements": ["N", "O", "N", "H", "O", "N", "H", "N", "C", "H", "N"],
  "positions_angstrom": [[-1.22, -0.05, 0.49], [-2.34, 0.30, -0.25], [0.53, 0.04, -1.13], [2.20, -0.24, -1.99], [0.70, -0.21, 1.24], [1.86, -0.27, -1.10], [2.28, 0.24, -0.35], [-1.24, 0.27, 1.78], [0.06, 0.04, -0.07], [-2.76, -0.51, -0.79], [-0.08, 0.41, 2.17]],
  "nbo_charge": [-0.017, -0.524, -0.301, 0.368, -0.393, -0.645, 0.369, -0.006, 0.574, 0.492, 0.084]
}

=====

6.
{
  "formula": "CH3N5O2",
  "method": "wB97M-V/def2-TZVPD",
  "molar_mass_g_mol": 117.07,
  "charge": 0,
  "homo_energy_ev": -9.490,
  "de_lowest_kj_mol": 551.3,
  "elements": ["N", "H", "N", "H", "O", "O", "H", "C", "N", "N", "N"],
  "positions_angstrom": [[1.43, -1.87, 0.05], [0.50, 2.20, -0.63], [0.13, -1.84, 0.04], [-3.01, -0.11, 0.68], [1.99, -0.67, -0.14], [-2.27, -0.73, -0.25], [0.33, 1.42, 0.72], [-0.15, -0.39, -0.17], [1.04, 0.20, -0.45], [-1.18, 0.32, -0.01], [1.17, 1.48, 0.14]],
  "nbo_charge": [0.179, 0.366, -0.198, 0.470, -0.136, -0.546, 0.355, 0.398, -0.015, -0.289, -0.584]
}

=====

7.
{
  "formula": "CH3N5O2",
  "method": "wB97M-V/def2-TZVPD",
  "smiles": "O=[N+]([O-])N1N=NCN1",
  "molar_mass_g_mol": 117.07,
  "charge": 0,
  "homo_energy_ev": -9.134,
  "de_lowest_kj_mol": 303.4,
  "elements": ["O", "N", "H", "N", "C", "H", "N", "N", "O", "N", "H"],
  "positions_angstrom": [[-3.17, -1.37, 0.07], [-0.86, -0.46, 0.09], [0.73, 0.19, 1.07], [-1.97, 0.38, -0.01], [0.22, 0.46, 0.09], [0.90, 0.41, -0.89], [-3.31, -0.20, 0.00], [-0.36, 1.78, 0.11], [-4.27, 0.48, -0.11], [-1.56, 1.70, 0.06], [-0.93, -1.12, -0.67]],
  "nbo_charge": [-0.368, -0.471, 0.218, -0.085, -0.142, 0.206, 0.669, -0.149, -0.327, 0.065, 0.384]
}

=====

8.
{
  "formula": "CH3NO2",
  "method": "wB97M-V/def2-TZVPD",
  "molar_mass_g_mol": 61.04,
  "charge": 0,
  "homo_energy_ev": -8.761,
  "de_lowest_kj_mol": 660.3,
  "elements": ["N", "H", "H", "O", "O", "C", "H"],
  "positions_angstrom": [[1.00, 0.41, -0.07], [0.18, -1.31, -0.18], [1.31, 1.32, 0.18], [-2.64, 0.42, 0.07], [-1.40, -0.30, 0.06], [-0.19, -0.27, -0.03], [1.74, -0.27, -0.03]],
  "nbo_charge": [-0.797, 0.121, 0.410, -0.464, -0.200, 0.531, 0.398]
}

=====

9.
{
  "formula": "CH3NO2",
  "method": "wB97M-V/def2-TZVPD",
  "smiles": "NC(=O)O",
  "molar_mass_g_mol": 61.04,
  "charge": 0,
  "homo_energy_ev": -10.571,
  "de_lowest_kj_mol": 33.9,
  "elements": ["H", "O", "H", "H", "C", "N", "O"],
  "positions_angstrom": [[0.72, 1.46, 0.47], [1.47, -0.51, -0.80], [-1.46, -0.82, -0.34], [-0.45, 0.60, 1.27], [0.38, -0.32, -0.36], [-0.03, 0.79, 0.37], [-0.62, -1.20, -0.61]],
  "nbo_charge": [0.398, -0.587, 0.483, 0.387, 0.877, -0.883, -0.676]
}

=====

10.
{
  "formula": "CH3NO2",
  "method": "wB97M-V/def2-TZVPD",
  "smiles": "NC(=O)O",
  "molar_mass_g_mol": 61.04,
  "charge": 0,
  "homo_energy_ev": -10.518,
  "de_lowest_kj_mol": 27.8,
  "elements": ["C", "O", "H", "H", "O", "H", "N"],
  "positions_angstrom": [[0.04, 0.38, -0.15], [-0.88, 0.62, 0.81], [1.43, -1.13, -0.39], [-1.30, 1.43, 0.47], [0.20, 1.17, -1.06], [0.02, -1.56, 0.47], [0.48, -0.91, -0.15]],
  "nbo_charge": [0.866, -0.693, 0.406, 0.500, -0.630, 0.398, -0.847]
}

=====

11.
{
  "formula": "CH3NO2",
  "method": "wB97M-V/def2-TZVPD",
  "multiplicity": 3,
  "molar_mass_g_mol": 61.04,
  "s_squared": 2.078,
  "charge": 0,
  "homo_energy_ev": [-8.960, -9.744],
  "de_lowest_kj_mol": 352.9,
  "elements": ["H", "O", "O", "H", "H", "C", "N"],
  "positions_angstrom": [[1.47, 0.57, 0.92], [-2.97, 0.15, 0.03], [-1.36, -0.63, 0.03], [1.15, -1.01, -0.36], [1.30, 0.65, -0.77], [0.91, 0.06, 0.01], [-0.51, 0.22, 0.14]],
  "lowdin_spin": [-0.002, 1.729, 0.240, -0.001, 0.000, 0.015, 0.018]
}

=====

12.
{
  "formula": "CH3NO2P2",
  "method": "wB97M-V/def2-TZVPD",
  "molar_mass_g_mol": 122.99,
  "charge": 0,
  "homo_energy_ev": [-8.573, -8.573],
  "de_lowest_kj_mol": 223.5,
  "elements": ["P", "O", "H", "C", "O", "H", "P", "N", "H"],
  "positions_angstrom": [[-0.85, 1.08, 0.10], [-1.72, 0.89, -1.09], [-2.18, -1.54, -0.45], [0.95, 1.22, -0.06], [-1.37, -1.88, -0.19], [2.75, 1.04, 1.02], [-0.16, -1.12, 0.60], [1.87, 1.48, 0.69], [0.71, -1.17, -0.61]],
  "nbo_charge": [1.079, -1.071, 0.512, 0.107, -1.003, 0.442, 0.592, -0.589, -0.068]
}

=====

13.
{
  "formula": "CH3NO2S",
  "method": "wB97M-V/def2-TZVPD",
  "smiles": "ONOC=S",
  "molar_mass_g_mol": 93.11,
  "charge": 0,
  "homo_energy_ev": -9.150,
  "de_lowest_kj_mol": 466.1,
  "elements": ["H", "H", "H", "C", "O", "N", "S", "O"],
  "positions_angstrom": [[1.49, 0.61, -0.41], [-1.16, 0.87, -1.07], [-2.04, 0.06, 1.09], [1.36, -0.35, -0.22], [0.11, -0.69, -0.75], [-0.62, 0.44, -0.26], [2.08, -1.50, 0.56], [-1.23, 0.56, 1.07]],
  "nbo_charge": [0.182, 0.367, 0.461, -0.002, -0.374, -0.170, 0.068, -0.533]
}

=====

14.
{
  "formula": "CH3NO2S",
  "method": "wB97M-V/def2-TZVPD",
  "molar_mass_g_mol": 93.11,
  "charge": 0,
  "homo_energy_ev": -9.657,
  "de_lowest_kj_mol": 144.3,
  "elements": ["O", "H", "C", "S", "O", "H", "N", "H"],
  "positions_angstrom": [[1.62, -1.20, 0.56], [-1.52, 1.58, 0.86], [0.03, 0.70, 0.18], [1.87, 0.42, 0.22], [2.28, 0.36, -1.16], [2.36, -1.69, 0.05], [-0.52, 1.62, 0.84], [-0.32, 0.01, -0.59]],
  "nbo_charge": [-0.908, 0.357, -0.076, 1.461, -0.950, 0.507, -0.574, 0.183]
}

=====

15.
{
  "formula": "CH3NO2S",
  "method": "wB97M-V/def2-TZVPD",
  "molar_mass_g_mol": 93.11,
  "charge": 0,
  "homo_energy_ev": [-8.578, -9.042],
  "de_lowest_kj_mol": 366.8,
  "elements": ["H", "C", "O", "S", "H", "H", "O", "N"],
  "positions_angstrom": [[-0.24, 0.74, -1.34], [-0.38, 0.01, -0.57], [-2.06, 2.15, -0.30], [-1.57, 1.03, 0.52], [0.55, -0.47, -0.20], [-1.04, -0.90, -0.76], [-3.32, -1.58, 0.20], [-3.61, -0.43, 0.08]],
  "nbo_charge": [0.243, -0.831, -0.836, 0.973, 0.241, 0.228, -0.218, 0.200]
}

=====

16.
{
  "formula": "CH3NO2S",
  "method": "wB97M-V/def2-TZVPD",
  "smiles": "NSOC=O",
  "molar_mass_g_mol": 93.11,
  "charge": 0,
  "homo_energy_ev": -9.771,
  "de_lowest_kj_mol": 69.9,
  "elements": ["O", "H", "C", "H", "S", "O", "H", "N"],
  "positions_angstrom": [[-0.69, -2.17, 1.76], [-0.46, -1.74, -2.09], [-0.77, -1.00, 1.69], [-0.28, -0.12, -2.45], [1.00, -0.72, -0.52], [-0.12, -0.14, 0.92], [-1.51, -0.39, 2.16], [0.06, -0.90, -1.79]],
  "nbo_charge": [-0.575, 0.396, 0.653, 0.392, 0.706, -0.674, 0.097, -0.995]
}

=====

17.
{
  "formula": "CH3NO2S2",
  "method": "wB97M-V/def2-TZVPD",
  "molar_mass_g_mol": 125.17,
  "charge": 0,
  "homo_energy_ev": -10.147,
  "de_lowest_kj_mol": 204.0,
  "elements": ["S", "N", "O", "S", "C", "H", "O", "H", "H"],
  "positions_angstrom": [[1.37, 0.82, -0.22], [1.89, 2.23, -0.44], [-0.37, -0.12, -1.59], [-1.16, -1.34, -1.22], [-1.33, -1.66, 0.35], [-0.62, -0.98, 0.91], [0.57, 0.62, 0.97], [-2.03, -2.34, 0.84], [1.69, 2.77, 0.38]],
  "nbo_charge": [1.526, -0.968, -0.928, 1.152, -0.751, 0.284, -0.941, 0.261, 0.365]
}

=====

18.
{
  "formula": "CH3NO2S2",
  "method": "wB97M-V/def2-TZVPD",
  "molar_mass_g_mol": 125.17,
  "charge": 0,
  "homo_energy_ev": [-9.350, -8.647],
  "de_lowest_kj_mol": 393.1,
  "elements": ["N", "O", "C", "H", "S", "H", "H", "S", "O"],
  "positions_angstrom": [[-0.30, -0.78, 0.24], [0.80, -0.95, -0.53], [-1.09, 0.21, -0.36], [-2.14, 0.03, -0.02], [2.28, -0.12, -0.32], [-0.89, 0.02, -1.37], [-0.20, -0.45, 1.24], [-0.75, 1.94, 0.04], [2.29, 0.09, 1.09]],
  "nbo_charge": [-0.305, -0.567, -0.435, 0.239, 1.224, 0.231, 0.361, 0.083, -0.830]
}

=====

19.
{
  "formula": "CH3NO3",
  "method": "wB97M-V/def2-TZVPD",
  "molar_mass_g_mol": 77.04,
  "charge": -2,
  "homo_energy_ev": -0.762,
  "de_lowest_kj_mol": 237.5,
  "elements": ["N", "H", "O", "C", "O", "H", "O", "H"],
  "positions_angstrom": [[0.51, -3.52, -1.66], [-2.31, 10.51, 1.98], [1.36, -2.86, -2.34], [1.11, -3.98, 0.45], [-0.71, -3.58, -2.06], [0.06, -3.76, 0.67], [-1.60, 10.17, 2.57], [1.58, -2.97, 0.39]],
  "nbo_charge": [0.374, 0.377, -0.518, -0.511, -0.536, 0.094, -1.377, 0.099]
}

=====

20.
{
  "formula": "CH3NO3",
  "method": "wB97M-V/def2-TZVPD",
  "molar_mass_g_mol": 77.04,
  "charge": 0,
  "homo_energy_ev": [-11.009, -9.317],
  "de_lowest_kj_mol": 468.8,
  "elements": ["O", "O", "H", "O", "C", "N", "H", "H"],
  "positions_angstrom": [[2.61, -0.58, 0.17], [1.09, -0.11, 0.30], [-1.77, -0.48, 0.10], [0.23, -0.52, 2.39], [0.46, -0.23, 1.30], [-1.24, 0.38, -0.05], [-0.75, 0.41, -0.94], [2.75, -0.86, -0.77]],
  "nbo_charge": [-0.550, -0.374, 0.325, -0.483, 1.014, -0.713, 0.330, 0.451]
}